No. 1
C30H24BN11Zn | ωB97M-V/def2-TZVPD

Last column: Mulliken spin population.
CARTESIAN COORDINATES (ANGSTROEM)
Zn  0.4211  -0.2577  -0.1463  0.00
C  3.6373  -2.9777  -1.2772  -0.04
C  2.8983  -1.8736  -1.0008  0.02
N  1.8652  -1.8513  -0.2096  -0.02
C  1.3321  -3.0182  0.1218  0.04
C  1.9957  -4.2259  -0.0961  -0.04
C  3.1614  -4.2220  -0.8240  0.05
C  1.3532  -5.4360  0.3938  0.34
C  0.1741  -5.3163  1.1601  -0.11
C  -0.5578  -4.1194  1.3343  0.31
C  0.0508  -2.9204  0.7557  0.10
N  -0.5440  -1.7423  0.8066  0.36
C  -1.7932  -1.5576  1.4905  -0.09
C  -2.8970  -1.1405  0.7584  0.03
C  -4.0297  -0.6855  1.4683  0.00
C  -4.1031  -0.7268  2.8079  0.01
C  -2.9755  -1.0430  3.5756  -0.01
C  -2.9196  -0.8647  5.0062  0.00
C  -1.6950  -0.9645  5.6097  0.00
C  -0.5862  -1.2966  4.8042  0.01
N  -0.5814  -1.5289  3.5288  0.01
C  -1.7533  -1.3773  2.8864  0.02
H  4.4394  -2.8668  -2.0040  0.00
H  3.2931  -0.9727  -1.4657  0.00
H  3.6894  -5.1279  -0.9930  0.00
H  1.7694  -6.4440  0.3661  0.00
H  -0.2697  -6.2196  1.4817  0.00
H  -1.5116  -4.0545  1.8216  0.02
H  -2.8835  -1.1897  -0.2984  0.00
H  -4.9069  -0.5726  0.8648  0.00
H  -5.0065  -0.3085  3.2056  0.00
H  -3.8519  -0.5099  5.4953  0.00
H  -1.6663  -0.7940  6.7551  0.00
H  0.3921  -1.4486  5.3379  0.00
C  -0.2006  -0.1246  -4.3538  0.00
C  -0.0970  -0.8526  -3.1898  0.00
N  0.0651  -0.0660  -2.1662  0.00
N  0.0537  1.1550  -2.6379  0.00
C  -0.1931  1.1792  -3.9725  0.00
B  0.2096  2.4111  -1.6455  0.00
N  -0.9677  2.3326  -0.6063  0.00
C  -1.7786  3.2631  -0.0975  0.00
C  -2.2206  2.8438  1.1702  0.00
C  -1.5911  1.6143  1.3373  0.00
N  -0.8585  1.3384  0.3034  0.01
N  1.6102  2.2697  -0.8729  0.00
C  2.6993  3.0867  -0.8015  0.00
C  3.7176  2.3830  -0.0919  0.00
C  3.1332  1.1686  0.2799  0.00
N  1.9161  1.1407  -0.2197  0.00
N  0.3093  3.7169  -2.4069  0.00
C  1.2279  4.0402  -3.3490  0.00
C  0.9874  5.3273  -3.7502  0.00
C  -0.1645  5.7135  -3.0114  0.00
N  -0.5547  4.7424  -2.2015  0.00
H  -0.3058  -0.4987  -5.3844  0.00
H  -0.0687  -1.9405  -3.0775  0.00
H  -0.1824  2.0659  -4.5246  0.00
H  -1.8726  4.1871  -0.5968  0.00
H  -2.8338  3.3970  1.8775  0.00
H  -1.5469  0.9358  2.2351  0.00
H  2.7571  4.0260  -1.3130  0.00
H  4.7512  2.7229  -0.0287  0.00
H  3.3902  0.3673  0.9378  0.00
H  1.8768  3.2385  -3.6982  0.00
H  1.4802  5.8250  -4.5913  0.00
H  -0.6892  6.6460  -3.0730  0.00

Cartesian forces (eV/Å) of the 2 atoms listed first:
-0.080 0.724 -0.157
-0.078 -2.639 -0.853

As for the spin multiplicity: 2. Its charge is +1. The value obtained for the total energy is -3564.030559 Ha. The calculation puts the HOMO energy (alpha / beta) at -11.2 / -11.3 eV.

=====

No. 2
C4H5NO2 | ωB97M-V/def2-TZVPD

Last column: Mulliken charge in e.
CARTESIAN COORDINATES (ANGSTROEM)
O  -1.0175  2.4113  -0.2916  -0.48
C  -0.5518  1.3222  -0.1812  0.60
C  -1.0275  0.0133  0.3168  -0.75
C  -0.2695  -1.1096  -0.3724  -0.21
N  1.0325  -0.9903  0.3181  -0.56
C  1.5515  0.1627  0.1192  0.10
O  0.9141  1.1886  -0.4916  -0.35
H  -0.2297  -0.2332  1.1935  0.36
H  -2.1168  -0.0587  0.4728  0.36
H  -0.1047  -1.0279  -1.4512  0.26
H  -0.7284  -2.0696  -0.1361  0.29
H  2.5478  0.3913  0.5035  0.38

Cartesian forces (eV/Å) of the 2 atoms listed first:
0.218 -1.247 -0.088
1.298 0.483 0.035

The structure (SMILES) is O=C1CCN=CO1. Its charge is 0. The value obtained for the total energy is -360.598421 Ha. The calculation puts the HOMO energy at -10.3 eV.

=====

No. 3
C4H12O | ωB97M-V/def2-TZVPD

Last column: Mulliken charge in e.
CARTESIAN COORDINATES (ANGSTROEM)
C  0.8746  1.1567  -0.8034  -1.12
C  -0.4141  0.5795  -0.0180  0.56
C  -1.6554  0.5362  -1.0361  -1.11
C  -0.7989  1.1910  1.4207  -1.14
H  0.6791  2.2124  -0.9469  0.31
H  1.0255  0.6092  -1.7929  0.31
H  1.8680  1.0046  -0.1477  0.27
H  -0.2134  -0.5451  0.1419  0.12
H  -2.1044  1.5917  -0.8682  0.23
H  -1.5290  0.3390  -2.1549  0.33
H  -2.3413  -0.3387  -0.9254  0.31
H  -1.2017  2.2601  1.3501  0.28
H  -0.0506  1.2294  2.1878  0.36
H  -1.6625  0.5490  1.7887  0.29
H  1.8366  -4.4471  0.3361  0.32
H  3.0697  -3.5581  0.5844  0.32
O  2.6178  -4.3698  0.8840  -0.64

Cartesian forces (eV/Å) of the 2 atoms listed first:
0.497 -1.551 1.846
0.770 -2.237 -1.014

The structure (SMILES) is CC(C)C.O. Its charge is 0. The value obtained for the total energy is -234.786755 Ha. The calculation puts the HOMO energy at -10.9 eV.

=====

charge of number 3 (C4H12O)?
0